{
  "formula": "C5H9NO",
  "method": "wB97M-V/def2-TZVPD",
  "elements": ["H", "N", "C", "C", "C", "C", "C", "O", "H", "H", "H", "H", "H", "H", "H", "H"],
  "positions_angstrom": [[2.8560, 1.6088, 0.3091], [2.6347, 0.6124, 0.3436], [1.4333, 0.4280, -0.0051], [0.8872, -0.9822, -0.0933], [-0.5287, -1.0751, -0.5705], [-1.2843, 0.0012, -0.7380], [-0.7720, 1.3595, -0.3717], [0.6491, 1.4677, -0.4011], [1.5240, -1.5268, -0.7975], [1.0483, -1.4722, 0.8785], [-0.9318, -2.0733, -0.7262], [-2.3157, -0.0716, -1.0750], [-1.1174, 1.6477, 0.6360], [-1.1383, 2.1185, -1.0676], [-1.2667, -1.3265, 1.8724], [-1.6777, -0.7162, 1.8063]],
  "atomic_forces_ev_per_a": [[0.0, -0.1, 0.1], [-0.3, 0.1, -0.1], [0.3, -0.1, 0.0], [0.0, 0.0, -0.1], [-0.1, 0.1, 0.0], [0.1, -0.2, 0.0], [-0.2, 0.0, -0.1], [0.1, 0.0, 0.0], [0.1, 0.1, 0.1], [-0.2, 0.1, -0.2], [0.1, 0.2, -0.2], [0.1, 0.0, 0.1], [0.0, -0.1, -0.2], [0.1, -0.1, 0.1], [0.0, 0.0, 0.3], [0.0, 0.0, 0.2]],
  "fmax_ha_per_bohr": 0.0066,
  "gap_ev": 10.70,
  "smiles": "[H]/N=C1/CC=CCO1.[H][H]",
  "homo_energy_ev": -9.7,
  "e_above_lowest_kcal_mol": 59.3
}

---

{
  "formula": "C6H8LiMgO3",
  "method": "wB97M-V/def2-TZVPD",
  "elements": ["C", "C", "C", "C", "O", "Li", "H", "H", "H", "H", "H", "O", "O", "C", "C", "H", "H", "H", "Mg"],
  "positions_angstrom": [[-0.0844, -2.6475, -1.2400], [0.2151, -1.8558, -2.3251], [-0.5672, -0.5602, -2.1713], [0.7392, 0.1410, -1.9358], [0.9171, 0.7423, -0.8388], [1.8859, 1.4763, 0.6653], [0.6968, -2.9345, -0.5310], [-1.0958, -2.9769, -0.9974], [0.4676, -2.2389, -3.3155], [1.3818, 0.3755, -2.7985], [-1.0521, -0.1878, -3.0953], [0.3819, 1.2650, 1.7697], [-1.2757, -0.7049, -0.9919], [0.2965, 1.4568, 3.0874], [-0.8072, 1.3226, 3.8355], [1.2375, 1.7698, 3.5616], [-0.7665, 1.5503, 4.9001], [-1.7564, 0.9886, 3.4084], [-0.7654, 0.5442, 0.4043]],
  "atomic_forces_ev_per_a": [[0.6, -1.5, 1.8], [-0.9, 1.4, -1.2], [0.1, -1.0, -0.1], [-0.8, 0.8, -1.0], [0.4, -0.3, 0.4], [-0.2, -0.1, 0.0], [0.0, -1.1, -0.7], [0.1, 0.9, 0.3], [1.3, 0.3, 0.4], [0.1, -0.4, 0.4], [-0.3, 0.1, 0.6], [0.0, -0.4, -1.5], [-0.6, 1.8, 0.0], [-0.6, 0.3, 1.7], [0.6, 0.0, -0.3], [-0.3, -0.1, -0.1], [-0.1, -0.2, -0.4], [0.2, 0.1, 0.1], [0.4, -0.6, -0.4]],
  "fmax_ha_per_bohr": 0.0476,
  "gap_ev": [7.19, 7.71],
  "charge": 1,
  "homo_energy_ev": [-11.9, -11.8],
  "e_above_lowest_kcal_mol": 38.8
}

---

{
  "formula": "C3H5Cl2N",
  "method": "wB97M-V/def2-TZVPD",
  "elements": ["C", "C", "C", "N", "Cl", "Cl", "H", "H", "H", "H", "H"],
  "positions_angstrom": [[0.8425, -0.7493, 0.2662], [-1.3016, 0.6781, -0.0555], [0.1536, 0.4720, -0.1477], [0.2812, -1.5851, 1.0191], [2.5527, -0.8518, -0.2186], [1.0393, 1.9003, 0.2961], [-1.8114, 0.6067, 0.9542], [-1.4226, 1.4999, -0.6960], [-1.8075, -0.1531, -0.4912], [0.6410, 0.6542, -2.0977], [0.8327, -2.4720, 1.1712]],
  "atomic_forces_ev_per_a": [[0.6, -0.7, 0.6], [-0.6, -1.9, 1.0], [1.3, 1.0, -2.1], [0.4, -1.2, -0.6], [-0.5, -0.2, 0.0], [0.2, 0.4, 0.4], [1.2, 1.1, -0.7], [-1.1, 1.5, -0.1], [-0.2, -0.8, -0.9], [-0.8, -0.7, 2.4], [-0.5, 1.4, 0.0]],
  "fmax_ha_per_bohr": 0.0524,
  "gap_ev": [8.79, 8.34],
  "homo_energy_ev": [-9.9, -9.2],
  "e_above_lowest_kcal_mol": 81.9
}

---

{
  "formula": "C2H7NO2Si",
  "method": "wB97M-V/def2-TZVPD",
  "elements": ["C", "Si", "C", "N", "O", "O", "H", "H", "H", "H", "H", "H", "H"],
  "positions_angstrom": [[1.2574, -0.3485, 0.8366], [0.2569, 0.7568, -0.2924], [-1.4801, -0.0584, -0.7732], [1.2047, 0.9786, -1.9449], [0.7041, 1.3760, -2.9567], [2.2849, 0.2040, -2.0595], [0.5873, -0.8983, 1.5301], [1.9874, -0.8798, 0.2673], [1.7616, 0.4213, 1.4632], [0.0010, 2.1660, 0.1958], [-2.1611, 0.3860, -1.5206], [-1.3363, -1.1399, -1.1003], [-2.0406, -0.2015, 0.1898]],
  "atomic_forces_ev_per_a": [[-0.9, 2.0, 0.9], [-1.9, -0.3, -0.6], [0.7, -1.3, 0.5], [3.5, -4.3, -1.1], [-0.7, 1.2, 0.2], [-3.2, 2.7, 1.3], [0.5, -0.1, -0.7], [0.3, -0.7, -0.1], [0.1, -0.7, -0.2], [0.3, -0.6, -0.2], [0.6, 0.2, 0.4], [0.2, 1.3, 0.2], [0.4, 0.5, -0.7]],
  "fmax_ha_per_bohr": 0.1091,
  "gap_ev": 10.37,
  "smiles": "C[SiH](C)[N+](=O)[O-]",
  "homo_energy_ev": -10.5,
  "e_above_lowest_kcal_mol": 102.4
}

---

{
  "formula": "C4H2BrP",
  "method": "wB97M-V/def2-TZVPD",
  "elements": ["C", "C", "C", "C", "P", "Br", "H", "H"],
  "positions_angstrom": [[-0.8019, -2.1200, 0.0366], [-0.5093, 2.2344, -0.1659], [-0.1429, -1.2024, 0.4259], [0.0585, 1.2798, 0.2801], [0.7730, 0.0201, 1.1885], [2.9500, 0.1684, -0.6785], [-1.3080, -3.0135, -0.1356], [-1.0194, 2.6330, -0.9512]],
  "atomic_forces_ev_per_a": [[0.1, -0.1, 0.3], [0.4, -0.8, 0.1], [0.1, -0.3, -0.2], [0.1, 0.3, 0.9], [2.7, 0.3, -0.9], [-1.6, -0.3, 1.5], [-0.6, -0.7, -0.5], [-1.2, 1.7, -1.3]],
  "fmax_ha_per_bohr": 0.0556,
  "gap_ev": [7.26, 7.26],
  "homo_energy_ev": [-9.6, -9.6],
  "e_above_lowest_kcal_mol": 26.7
}

---

{
  "formula": "C6H11N",
  "method": "wB97M-V/def2-TZVPD",
  "elements": ["C", "C", "C", "C", "C", "C", "N", "H", "H", "H", "H", "H", "H", "H", "H", "H", "H", "H"],
  "positions_angstrom": [[2.0737, -0.4461, -0.7739], [1.0993, 1.2471, 0.8501], [-2.4579, -0.9502, 0.6125], [0.8585, 0.0311, -0.0207], [-1.1367, -0.5306, 0.0670], [-0.8533, 0.4463, -0.9518], [0.0280, -0.9745, 0.4810], [1.8103, -1.2103, -1.5068], [2.5825, 0.3787, -1.2763], [1.8923, 1.0103, 1.5721], [0.2042, 1.5322, 1.4015], [1.4392, 2.1007, 0.2615], [2.7788, -0.8993, -0.0667], [-3.1621, -1.1844, -0.1877], [-2.3352, -1.8202, 1.2584], [-2.8847, -0.1388, 1.2105], [-1.4620, 1.3459, -1.0382], [-0.4747, 0.0621, -1.8924]],
  "atomic_forces_ev_per_a": [[-0.1, 0.1, -0.1], [0.2, -0.2, 0.2], [0.0, -0.2, 0.0], [-1.3, 1.4, -1.4], [1.2, -0.8, 0.8], [1.9, 0.4, 0.2], [-1.6, -0.6, 0.6], [0.0, 0.1, 0.0], [0.0, 0.0, 0.0], [-0.1, 0.0, 0.0], [0.0, -0.1, 0.0], [0.0, -0.1, 0.0], [-0.1, 0.1, 0.0], [0.0, 0.0, 0.0], [0.0, 0.1, 0.0], [0.0, 0.0, -0.1], [0.2, 0.1, -0.1], [-0.3, -0.1, -0.1]],
  "fmax_ha_per_bohr": 0.0459,
  "gap_ev": 9.41,
  "homo_energy_ev": -8.4,
  "e_above_lowest_kcal_mol": 51.1
}